AsF6H20O10 | the ωB97M-V functional and the def2-TZVPD basis

Calculated values
**E_HOMO**: -8.1 eV
**Electronic energy**: -97950.4887 eV

The geometry in ORCA input format:
```
! wB97M-V def2-TZVPD RIJCOSX def2/J DEFGRID3
* xyz -1 1
O -2.785 -1.821 -1.773
H 3.006 -3.161 1.447
O -4.168 0.546 2.320
H 2.639 2.403 -1.089
F -0.216 1.725 0.757
H -1.664 2.615 -0.220
O -1.941 2.591 -1.138
H 3.568 3.395 -1.788
H -2.674 -0.914 -1.468
H 0.076 -0.012 3.971
F 0.553 -1.619 0.066
F 0.303 -0.323 2.110
H -1.130 2.743 -1.635
O 2.964 -2.469 0.778
H -3.145 -3.462 1.593
H -1.978 1.462 -3.689
H -0.974 0.719 -2.806
H -2.345 -2.249 1.110
H -3.556 -0.166 2.533
F -1.554 -0.357 0.402
H 2.353 1.049 -4.652
H -4.670 0.688 3.129
O 2.639 3.174 -1.673
H -2.582 -2.355 -0.995
H 2.008 -2.364 0.584
O 0.177 -0.173 4.921
As 0.149 0.051 0.405
H 0.962 1.172 -4.032
F 1.856 0.499 0.365
O -2.532 -3.178 0.908
H 0.498 -1.077 4.976
O -1.228 0.861 -3.736
O 5.000 -0.737 1.389
O 1.540 1.561 -4.704
H 4.610 0.088 1.692
F 0.004 0.432 -1.316
H 4.233 -1.336 1.259
*
```